Below is a cluster of 2 separate species, C5H17N2O in total, with properties calculated with wB97M-V/def2-TZVPD.

```
25
Properties=species:S:1:pos:R:3
N -0.549 -1.180 -0.255
C -0.061 -0.223 -1.290
C -0.682 1.136 -1.036
C -0.171 1.843 0.242
C -1.220 2.126 1.312
C 1.469 -0.306 -1.387
N 1.915 -1.672 -1.051
H -1.541 -1.350 -0.409
H -0.023 -2.063 -0.283
H -0.453 -0.787 0.677
H -0.430 -0.598 -2.250
H -1.766 0.995 -0.961
H -0.568 1.818 -1.877
H 0.279 2.821 0.065
H 0.632 1.235 0.666
H -0.787 2.439 2.252
H -1.805 1.215 1.545
H -2.025 2.763 0.948
H 1.869 -0.082 -2.373
H 1.931 0.437 -0.744
H 2.418 -2.134 -1.798
H 2.453 -1.698 -0.202
H 0.090 -1.619 3.066
H -0.571 -3.000 2.751
O -0.405 -2.116 2.391
```

Properties
* net charge: +1
* multiplicity: 1

=====

Below is a cluster of 2 separate species, C5H17N2O in total, with properties calculated with wB97M-V/def2-TZVPD.

```
25
Properties=species:S:1:pos:R:3
N 0.618 0.892 -0.522
C -0.604 0.123 -0.150
C -0.183 -1.339 0.133
C 0.483 -1.989 -1.084
C -0.407 -2.933 -1.882
C -1.169 0.754 1.111
N -1.714 2.077 0.735
H 1.020 0.496 -1.373
H 0.306 1.858 -0.662
H 1.291 0.909 0.259
H -1.386 0.065 -0.905
H -1.054 -1.869 0.471
H 0.500 -1.371 0.967
H 1.463 -2.413 -0.876
H 0.791 -1.245 -1.838
H 0.133 -3.595 -2.537
H -1.023 -2.410 -2.620
H -1.028 -3.563 -1.244
H -1.968 0.092 1.452
H -0.454 0.871 1.924
H -2.687 1.982 0.486
H -1.746 2.695 1.543
H 2.644 1.493 2.262
H 2.772 2.744 1.277
O 2.404 1.870 1.411
```

Properties
* net charge: +1
* multiplicity: 1

=====

Energy relative to the best compared isomer or geometry (same formula, charge and spin) list, top to bottom, in kcal per mole: 8.39; 9.47
Orbital gap list, top to bottom, in Eh: 0.402; 0.400